Entry 1:
# C27H31N5O4

A single C27H31N5O4 molecule at a distorted geometry (ωB97M-V/def2-TZVPD, OMol25).

The energy relative to the best compared isomer or geometry (same formula, charge and spin) is 136.6 kJ/mol. As for the frontier orbital gap: 9.39 eV. For the highest occupied orbital energy, the calculation gives -8.92 eV.

XYZ file:
```
67
Properties=species:S:1:pos:R:3:forces:R:3
O -1.60826 -1.43696 2.68362 0.1534 0.0337 0.3367
O 0.35824 1.99239 -2.97394 -0.2075 0.2576 -0.0980
O -0.89288 -0.80030 -1.28702 -0.2112 0.0483 -0.1201
O -4.92972 1.84734 1.45021 -0.0812 0.6099 0.5768
N 1.48521 0.04187 -2.82350 0.2979 -0.2681 -0.0358
N -2.90635 -0.89513 0.90407 -0.3508 0.0083 -0.3814
N -2.20283 3.52051 1.06895 -0.2742 0.3890 0.1959
N 0.91949 -0.14071 -0.12886 0.3344 0.3403 -0.1821
N -4.49818 0.79114 0.72045 0.3970 -1.1028 -0.7386
C 1.83701 -0.27557 0.95136 0.3223 -0.1189 0.4046
C -0.05093 -1.03535 -0.43868 0.2190 -0.5710 0.1301
C -4.51061 3.04933 3.51184 -0.0580 -0.0001 -0.2549
C -0.21200 2.01467 -0.16222 -0.0562 0.1369 -0.0131
C 2.27815 -0.38808 3.31976 0.0673 -0.0453 -0.1053
C -1.01740 3.36562 1.63497 0.2674 -0.0181 0.1158
C 3.19837 -0.34566 0.68292 -0.1522 -0.0208 0.0028
C -1.98211 -1.65240 1.54983 -0.2110 -0.3940 -0.3610
C 0.89540 1.18060 -0.76862 -0.3581 0.2698 -0.1932
C 2.50558 -2.30080 -5.15044 0.0730 -0.0795 0.0724
C 1.77049 -0.39554 4.72691 -0.0136 0.0618 0.0424
C 1.26932 -2.72425 -4.36013 -0.0589 0.0428 -0.2239
C 0.01178 2.64080 1.06113 -0.0808 -0.0146 -0.1188
C -2.41085 2.93090 -0.09586 -0.0055 -0.1669 -0.2777
C -1.41479 -2.77834 0.70055 0.1416 0.1284 0.0333
C 0.00314 -2.38333 0.26446 -0.2375 0.0108 0.0491
C -3.54514 0.21517 1.41721 -0.5380 0.8576 0.4662
C 0.83504 1.10378 -2.30605 0.3616 -0.1598 0.3473
C -4.23447 1.92115 2.59356 0.5069 -0.6114 0.1428
C 0.39243 -1.47721 -4.41447 -0.0266 0.0028 0.0970
C -3.33475 0.89441 2.64306 -0.4047 0.2874 -0.0494
C 1.38320 -0.28325 2.26340 0.1267 0.0717 -0.1422
C 4.09328 -0.43886 1.73410 0.0663 0.0311 -0.0329
C 1.38315 -0.31676 -4.22396 -0.1327 0.2448 -0.1562
C 3.63786 -0.46373 3.04039 -0.0579 -0.0003 0.0041
C -1.46453 2.14872 -0.74321 0.0252 0.0882 0.1140
C 2.73584 -0.83762 -4.74892 0.0228 -0.0448 -0.1338
H 3.48236 -0.76708 -3.95668 0.0325 0.0516 -0.0100
H -0.08119 -1.39941 -5.39284 -0.0279 -0.0164 -0.0930
H 0.66832 -2.35926 1.12488 -0.0549 -0.1083 -0.0994
H -2.63311 0.64667 3.40830 0.1121 0.0130 0.1873
H -3.12123 -1.08370 -0.06605 0.1793 -0.0904 0.0952
H -0.38349 -1.45712 -3.65047 -0.0726 0.0493 -0.0640
H 3.09095 -0.24422 -5.58901 0.0832 0.0567 0.0223
H 0.37827 -3.12070 -0.45046 0.0504 0.0703 0.0039
H 0.78141 -3.59941 -4.78584 -0.0098 -0.0931 0.0891
H -0.88679 3.85544 2.59166 0.1122 0.0222 0.0944
H 1.85456 1.65849 -0.52962 -0.1866 -0.1294 -0.0607
H 5.15198 -0.49707 1.53046 0.0927 -0.0085 -0.0160
H -4.00572 3.93836 3.13512 0.0263 0.0663 -0.0057
H -4.14114 2.82130 4.50681 -0.0094 -0.0155 0.0623
H -1.69585 1.67166 -1.67951 -0.0238 0.0124 -0.0778
H 3.37217 -2.92662 -4.94142 0.0409 -0.0339 -0.0926
H -1.36828 -3.68628 1.30256 -0.0763 0.0684 -0.0088
H 3.55102 -0.32647 -0.33812 0.0188 -0.0034 -0.1301
H 1.05189 0.58900 -4.73521 0.0642 -0.1428 0.0462
H -2.03678 -2.95198 -0.17673 0.0216 -0.0457 0.0291
H 4.34503 -0.54172 3.85294 0.0752 -0.0221 0.0984
H -3.38963 3.08439 -0.52928 -0.0462 -0.0671 -0.0991
H 2.29076 -2.36468 -6.21761 0.0068 -0.0538 -0.0548
H 0.96970 2.56433 1.55535 0.0905 0.0237 0.0483
H -5.57857 3.24975 3.54765 -0.0713 0.0257 0.0888
H 2.41793 -0.98562 5.37116 0.0015 -0.0336 0.0849
H 0.76160 -0.79864 4.76294 -0.0720 -0.0361 0.0758
H 1.76823 -0.70136 -2.20287 -0.0816 0.1586 0.0774
H 1.54096 -2.95436 -3.32727 0.0136 -0.0591 0.1075
H 1.74315 0.62212 5.11750 -0.0253 0.0367 0.0923
H 0.32429 -0.22439 2.46479 -0.1303 -0.0004 -0.0040
```
Forces are in eV/Å.

Entry 2:
# C27H32AuN6O3PS3Se

A molecular structure, C27H32AuN6O3PS3Se at a distorted geometry (ωB97M-V/def2-TZVPD, OMol25).

The energy relative to the best compared isomer or geometry (same formula, charge and spin) is 19.2 kJ/mol. As for the frontier orbital gap (spin up / spin down): 5.15 / 4.92 eV. The expectation value of S² is 2.03. For the highest occupied orbital energy (spin up / spin down), the calculation gives -5.77 / -7.87 eV. As for the spin multiplicity: 3.

XYZ file:
```
74
Properties=species:S:1:pos:R:3:forces:R:3
Au 0.24180 0.43381 -0.18641 -0.4462 -0.1600 -0.3874
Se -0.12230 -1.59142 -7.48138 0.0259 -0.0236 -0.2217
S 0.25388 -2.75947 0.49043 0.4048 -0.7368 0.5899
S 2.66561 2.22107 1.16057 -0.3730 -0.2772 -0.3087
S 1.56369 -5.10303 2.30987 -0.1597 0.6053 -0.2479
P 0.03647 -4.63357 1.13319 -0.6072 -0.1485 -0.1441
O 0.04773 -5.70760 -0.02222 0.0732 0.0594 0.1182
O 3.68590 2.32440 0.12458 0.0368 0.0721 0.0675
O -1.39834 -4.89504 1.79778 0.4779 0.0534 -0.0700
N 1.40093 1.48448 0.94629 0.9467 0.7650 1.0638
N 1.23384 -1.10929 -6.44124 0.1532 0.0439 0.2494
N -0.99280 -0.58557 -1.40871 0.0516 -0.0359 -0.4321
N 1.62316 -0.09671 -1.70477 -0.3059 -0.1610 -0.3370
N 0.33169 1.41835 4.05797 0.3477 -0.0244 -0.0488
N -1.28327 -1.62819 -6.14117 -0.1154 0.0410 0.2872
C -1.38777 0.71582 2.39148 0.1743 -0.0620 0.0183
C -1.17917 -3.43497 3.83211 0.1332 -0.2476 -0.2548
C -2.55614 -1.59377 -3.49837 0.3481 0.0320 -0.2019
C 0.77333 -1.00928 -5.21917 -0.0628 -0.1140 -0.4549
C 3.64727 -0.16051 -2.96322 0.0770 0.0651 0.1809
C -0.44058 -0.76288 -2.67191 -0.0767 -0.0379 -0.1349
C -1.29361 0.97699 1.01730 -0.3910 -0.0499 0.3920
C 2.94679 0.01746 -1.78440 0.2349 0.0423 -0.0187
C 0.92334 -0.49496 -2.82606 0.1636 -0.0956 -0.1282
C -2.39224 1.54864 0.37219 0.1708 0.1323 -0.1729
C 0.05882 2.78665 3.67156 -0.2764 -0.1891 0.1085
C -0.23278 0.30673 3.27895 0.1163 0.2270 -0.0744
C -2.61214 0.91975 3.03170 -0.0739 0.0522 -0.1080
C 1.58722 -0.65724 -4.07572 0.3591 0.2407 0.4043
C 0.34551 1.21802 5.48645 -0.1516 -0.0562 -0.1166
C 2.95293 -0.46615 -4.13172 -0.2884 -0.0768 -0.0348
C -3.58599 1.78774 1.03294 -0.0443 -0.0245 -0.0025
C -3.04146 -3.15481 2.17318 0.0909 -0.1998 -0.0689
C -1.67985 -4.78709 -1.54264 0.2354 -0.0210 0.1216
C -1.25549 -1.22252 -3.74560 -0.3706 -0.0257 0.4831
C -2.08837 -4.13871 2.83486 -0.2186 0.3368 0.1473
C -2.23698 -1.03786 -1.18708 -0.4982 -0.1513 0.0427
C -3.03599 -1.55322 -2.17560 0.0492 0.0925 0.2419
C -0.94357 -6.01604 -1.03595 -0.3700 -0.0139 -0.1130
C -1.89165 -7.07502 -0.49913 0.1753 0.0650 0.0746
C -3.71005 1.43546 2.36655 -0.0123 -0.0246 0.0765
C -0.63533 -1.29413 -5.05474 -0.0183 -0.0999 -0.4413
H -4.02675 -1.90555 -1.92944 -0.0013 0.0395 0.0382
H -0.97742 -4.02640 -1.88367 -0.0431 0.0199 -0.0451
H -2.66032 -4.90635 3.35973 0.0332 -0.0177 -0.0634
H -2.55727 -7.41370 -1.29318 -0.0008 -0.0025 -0.0129
H -2.32075 -5.07091 -2.37752 -0.0281 -0.0036 0.0099
H 4.71809 -0.02349 -2.96346 -0.0038 -0.0213 0.0148
H -1.32733 -7.92759 -0.12181 -0.0318 -0.0229 -0.0201
H -3.17914 -1.92585 -4.31721 0.0153 -0.0455 -0.0045
H 3.46361 0.28427 -0.87660 -0.0221 0.0754 -0.0003
H -3.71560 -3.66945 1.48681 0.0038 0.0189 -0.0031
H -2.46933 -2.40890 1.62095 -0.0149 0.0568 0.0156
H -2.31939 1.81335 -0.67600 -0.0273 -0.0730 -0.0284
H -2.60931 -0.95857 -0.17653 0.0676 0.0295 0.0337
H -1.79350 -2.97335 4.60530 -0.0505 -0.0106 -0.0212
H 0.81060 0.25908 5.72126 -0.0090 0.0131 0.0658
H 0.93664 2.00743 5.95249 0.0138 -0.0378 0.0401
H -4.65075 1.56682 2.88602 0.0111 0.0299 0.0038
H -2.69290 0.66239 4.08191 0.0322 0.0399 0.0202
H 0.11845 2.88922 2.59339 0.0172 0.0483 -0.0438
H 3.46386 -0.56765 -5.07979 -0.0053 -0.0288 -0.0088
H -0.49323 -4.13645 4.30102 0.0300 0.0042 0.0559
H -2.48602 -6.66427 0.31634 -0.0405 -0.0190 -0.0176
H -2.29734 -4.35995 -0.75081 -0.0517 0.0310 -0.0447
H 0.55412 -0.15386 2.68200 0.0477 -0.1195 -0.0734
H -3.63530 -2.64942 2.93517 -0.0111 0.0162 -0.0077
H 0.80934 3.43608 4.12751 0.0001 0.0019 -0.0410
H -0.66061 1.23620 5.94304 0.0079 0.0167 0.0312
H -0.59849 -2.65768 3.33548 0.0208 0.0205 0.0362
H -4.42433 2.21488 0.49757 0.0321 0.0333 -0.0156
H -0.93535 3.13947 3.99573 0.0145 0.0298 -0.0101
H -0.34499 -6.43847 -1.84419 0.0289 0.0270 0.0360
H -0.58968 -0.44199 3.99192 -0.0204 -0.0183 -0.0838
```
Forces are in eV/Å.